C20H25IrN6OS2 | the ωB97M-V functional and the def2-TZVPD basis

Geometry as XYZ:
```
55
C20H25IrN6OS2 (the ωB97M-V functional and the def2-TZVPD basis)
Ir 0.0039 1.1320 -0.1880
C 2.6464 -2.1170 -0.7930
C 1.4944 -1.2111 -0.5304
N 1.5946 0.0786 -0.4364
N 2.8331 0.6544 -0.5634
C 2.8626 1.9287 -0.2707
N 4.0385 2.5617 -0.3332
S 1.4642 2.8946 0.1629
C 0.1415 -1.7407 -0.3287
C -0.1741 -3.0891 -0.3674
C -1.4862 -3.4755 -0.1383
C -2.4449 -2.5127 0.1377
C -2.0639 -1.1846 0.1663
N -0.8029 -0.8102 -0.0650
H 3.5474 -1.5504 -0.9911
H 2.4182 -2.7455 -1.6560
H 2.8215 -2.7735 0.0618
H 4.8806 2.0316 -0.4919
H 4.1158 3.5297 -0.0731
H 0.5919 -3.8218 -0.5763
H -1.7533 -4.5233 -0.1679
H -3.4755 -2.7788 0.3246
H -2.7697 -0.3954 0.3899
C 1.8493 2.9212 -4.9741
C 1.0222 2.0451 -4.1014
C 0.1608 1.0073 -4.4054
C -0.4112 0.5965 -3.2064
N 0.0884 1.3440 -2.1965
N 0.9666 2.2059 -2.7773
C -1.4561 -0.4504 -3.0362
H 1.9829 2.4524 -5.9455
H 2.8296 3.1052 -4.5359
H 1.3572 3.8822 -5.1302
H -0.0597 0.6236 -5.3870
H 1.3918 2.9252 -2.2093
H -2.1019 -0.4565 -3.9120
H -2.0747 -0.2555 -2.1670
H -1.0144 -1.4445 -2.9444
C -0.1586 2.4143 3.7550
S -1.5886 1.8443 2.8677
O -1.0797 1.6804 1.4208
C -1.7827 0.2081 3.4865
C -0.7306 -0.7064 3.4786
C -0.9690 -1.9976 3.9087
C -2.2434 -2.3660 4.3380
C -3.2818 -1.4481 4.3434
C -3.0575 -0.1478 3.9077
H 0.6929 1.7685 3.5495
H -0.4133 2.4022 4.8150
H 0.0442 3.4338 3.4318
H 0.2594 -0.4174 3.1463
H -0.1611 -2.7170 3.9306
H -2.4215 -3.3783 4.6763
H -4.2644 -1.7368 4.6903
H -3.8594 0.5806 3.9095
```

Values from the calculation:
E_LUMO in eV: -6.7
E in eV: -56629.831
Largest force on an atom in eV/Å: 1.0
Energy relative to the best compared isomer or geometry (same formula, charge and spin) in eV: 0.031
Net charge: +2

Calculated atomic charges, method natural (NBO), unit e: number 1, Ir, carries 1.09; number 2, C, carries -0.68; number 3, C, carries 0.26; number 4, N, carries -0.13; number 5, N, carries -0.42; number 6, C, carries 0.29; number 7, N, carries -0.76; number 8, S, carries -0.14; number 9, C, carries 0.15; number 10, C, carries -0.20; number 11, C, carries -0.12; number 12, C, carries -0.22; number 13, C, carries 0.07; number 14, N, carries -0.48; number 15, H, carries 0.28; number 16, H, carries 0.25; number 17, H, carries 0.25; number 18, H, carries 0.43; number 19, H, carries 0.42; number 20, H, carries 0.25; number 21, H, carries 0.25; number 22, H, carries 0.26; number 23, H, carries 0.23; number 24, C, carries -0.66; number 25, C, carries 0.25; number 26, C, carries -0.32; number 27, C, carries 0.23; number 28, N, carries -0.30; number 29, N, carries -0.33; number 30, C, carries -0.66; number 31, H, carries 0.26; number 32, H, carries 0.24; number 33, H, carries 0.26; number 34, H, carries 0.26; number 35, H, carries 0.44; number 36, H, carries 0.26; number 37, H, carries 0.22; number 38, H, carries 0.23; number 39, C, carries -0.81; number 40, S, carries 1.33; number 41, O, carries -1.00; number 42, C, carries -0.33; number 43, C, carries -0.15; number 44, C, carries -0.22; number 45, C, carries -0.15; number 46, C, carries -0.19; number 47, C, carries -0.18; number 48, H, carries 0.25; number 49, H, carries 0.27; number 50, H, carries 0.27; number 51, H, carries 0.21; number 52, H, carries 0.24; number 53, H, carries 0.24; number 54, H, carries 0.25; number 55, H, carries 0.24

=====

C20H25N2O2 | the ωB97M-V functional and the def2-TZVPD basis

Geometry as XYZ:
```
49
C20H25N2O2 (the ωB97M-V functional and the def2-TZVPD basis)
O 2.4137 -0.5589 -0.1299
C 2.1188 0.5892 0.1862
C 3.3163 1.5651 0.3797
N 4.5100 0.7313 0.1756
C 5.3995 1.1014 -0.9522
C 5.6694 -0.1195 -1.8270
C 6.6046 -1.1457 -1.1901
C 6.2017 -1.5967 0.2151
C 6.4104 -0.5016 1.2656
C 5.2219 0.4452 1.4421
N 0.9150 1.1053 0.3801
C -0.3462 0.4697 0.2811
C -1.4720 1.2441 0.5427
C -2.7344 0.6955 0.4658
C -2.8912 -0.6486 0.1207
O -4.0769 -1.2851 0.0692
C -5.2619 -0.5810 -0.0604
C -5.4202 0.4235 -1.0069
C -6.6502 1.0420 -1.1430
C -7.7176 0.6608 -0.3476
C -7.5574 -0.3514 0.5841
C -6.3318 -0.9749 0.7321
C -1.7541 -1.4224 -0.1285
C -0.4935 -0.8731 -0.0513
H 3.2998 2.0029 1.3790
H 3.2605 2.3684 -0.3564
H 4.0238 -0.1908 -0.1069
H 4.9084 1.8674 -1.5542
H 6.3266 1.5221 -0.5618
H 4.7145 -0.5908 -2.0741
H 6.1133 0.2195 -2.7635
H 7.6156 -0.7363 -1.1478
H 6.6385 -2.0178 -1.8432
H 5.1723 -1.9611 0.2273
H 6.8371 -2.4417 0.4807
H 7.3103 0.0593 1.0106
H 6.5927 -0.9596 2.2380
H 5.5613 1.3892 1.8768
H 4.4930 -0.0089 2.1173
H 0.8529 2.0831 0.6376
H -1.3624 2.2842 0.8155
H -3.5993 1.3015 0.6871
H -4.5900 0.7037 -1.6395
H -6.7741 1.8205 -1.8804
H -8.6743 1.1467 -0.4596
H -8.3887 -0.6574 1.2002
H -6.1896 -1.7681 1.4492
H -1.8851 -2.4620 -0.3810
H 0.3702 -1.4840 -0.2505
```

Values from the calculation:
E_LUMO in eV: -2.4
E in eV: -28215.448
SMILES: O=C(C[NH+]1CCCCCC1)Nc1ccc(Oc2ccccc2)cc1
Largest force on an atom in eV/Å: 0.9
Energy relative to the best compared isomer or geometry (same formula, charge and spin) in eV: 0.000
Net charge: +1

Calculated atomic charges, method natural (NBO), unit e: number 1, O, carries -0.62; number 2, C, carries 0.66; number 3, C, carries -0.31; number 4, N, carries -0.43; number 5, C, carries -0.22; number 6, C, carries -0.42; number 7, C, carries -0.40; number 8, C, carries -0.42; number 9, C, carries -0.43; number 10, C, carries -0.21; number 11, N, carries -0.57; number 12, C, carries 0.16; number 13, C, carries -0.22; number 14, C, carries -0.27; number 15, C, carries 0.31; number 16, O, carries -0.48; number 17, C, carries 0.35; number 18, C, carries -0.30; number 19, C, carries -0.19; number 20, C, carries -0.22; number 21, C, carries -0.19; number 22, C, carries -0.27; number 23, C, carries -0.23; number 24, C, carries -0.23; number 25, H, carries 0.24; number 26, H, carries 0.25; number 27, H, carries 0.50; number 28, H, carries 0.22; number 29, H, carries 0.22; number 30, H, carries 0.22; number 31, H, carries 0.24; number 32, H, carries 0.21; number 33, H, carries 0.23; number 34, H, carries 0.20; number 35, H, carries 0.24; number 36, H, carries 0.21; number 37, H, carries 0.25; number 38, H, carries 0.22; number 39, H, carries 0.22; number 40, H, carries 0.41; number 41, H, carries 0.21; number 42, H, carries 0.24; number 43, H, carries 0.22; number 44, H, carries 0.22; number 45, H, carries 0.22; number 46, H, carries 0.22; number 47, H, carries 0.23; number 48, H, carries 0.24; number 49, H, carries 0.25

=====

C20H25N3O | the ωB97M-V functional and the def2-TZVPD basis

Geometry as XYZ:
```
49
C20H25N3O (the ωB97M-V functional and the def2-TZVPD basis)
C 4.0718 -1.8116 -0.3887
C 3.6188 -1.4693 -1.8177
C 2.1136 -1.5015 -2.0982
C 1.8774 -1.0277 -3.5370
C 1.2787 -0.6529 -1.0960
C 1.6539 0.6498 -0.7273
C 0.8470 1.4411 0.0971
C 1.1206 2.9368 0.3282
C 0.9206 3.3006 1.7914
C 0.1705 3.7755 -0.5868
C 2.5808 3.3833 -0.0142
C -0.3772 0.8692 0.5351
C -0.7569 -0.4637 0.2508
N -1.9456 -0.9819 0.7773
N -2.6941 -0.2895 1.6980
C -3.7456 -1.0574 1.8838
C -4.8461 -0.8477 2.6942
C -5.8261 -1.8183 2.8160
C -5.7656 -2.9821 2.0597
C -4.6637 -3.1817 1.1720
C -3.6558 -2.1995 1.1224
N -2.5559 -2.1776 0.4318
C 0.0893 -1.1726 -0.5736
O -0.3214 -2.4007 -0.9901
H 3.7257 -2.8081 -0.0944
H 5.1620 -1.8131 -0.3680
H 3.6521 -1.1118 0.3609
H 3.9949 -0.5050 -2.0464
H 4.1060 -2.1208 -2.5180
H 1.8250 -2.5661 -1.9802
H 2.1571 0.0315 -3.6806
H 0.8375 -1.0869 -3.8680
H 2.4827 -1.5718 -4.2843
H 2.5770 1.0585 -1.1459
H -0.1299 3.1921 2.0908
H 1.2496 4.3309 1.9916
H 1.5195 2.6499 2.4348
H 0.2286 3.4738 -1.6171
H 0.4401 4.8217 -0.5748
H -0.8450 3.6790 -0.2606
H 3.2753 2.7639 0.5769
H 2.7688 4.4426 0.2671
H 2.7510 3.2512 -1.0963
H -1.0571 1.5106 1.1307
H -4.9365 0.0864 3.2519
H -6.6823 -1.6000 3.4499
H -6.5002 -3.7507 2.1728
H -4.6911 -4.0163 0.4856
H -1.1000 -2.6622 -0.5065
```

Values from the calculation:
E_LUMO in eV: -0.6
E in eV: -27662.783
SMILES: CC[C@H](C)c1cc(C(C)(C)C)cc(-n2nc3ccccc3n2)c1O
Largest force on an atom in eV/Å: 4.0
Energy relative to the best compared isomer or geometry (same formula, charge and spin) in eV: 1.972
Net charge: 0

Calculated atomic charges, method natural (NBO), unit e: number 1, C, carries -0.61; number 2, C, carries -0.38; number 3, C, carries -0.24; number 4, C, carries -0.60; number 5, C, carries -0.08; number 6, C, carries -0.14; number 7, C, carries -0.06; number 8, C, carries -0.07; number 9, C, carries -0.60; number 10, C, carries -0.60; number 11, C, carries -0.61; number 12, C, carries -0.13; number 13, C, carries -0.01; number 14, N, carries 0.03; number 15, N, carries -0.21; number 16, C, carries 0.05; number 17, C, carries -0.19; number 18, C, carries -0.22; number 19, C, carries -0.20; number 20, C, carries -0.21; number 21, C, carries 0.13; number 22, N, carries -0.30; number 23, C, carries 0.36; number 24, O, carries -0.69; number 25, H, carries 0.20; number 26, H, carries 0.21; number 27, H, carries 0.21; number 28, H, carries 0.19; number 29, H, carries 0.20; number 30, H, carries 0.23; number 31, H, carries 0.20; number 32, H, carries 0.22; number 33, H, carries 0.21; number 34, H, carries 0.21; number 35, H, carries 0.21; number 36, H, carries 0.21; number 37, H, carries 0.21; number 38, H, carries 0.21; number 39, H, carries 0.21; number 40, H, carries 0.21; number 41, H, carries 0.21; number 42, H, carries 0.22; number 43, H, carries 0.21; number 44, H, carries 0.23; number 45, H, carries 0.22; number 46, H, carries 0.22; number 47, H, carries 0.22; number 48, H, carries 0.22; number 49, H, carries 0.50

=====

C20H25N3O7S | the ωB97M-V functional and the def2-TZVPD basis

Geometry as XYZ:
```
56
C20H25N3O7S (the ωB97M-V functional and the def2-TZVPD basis)
C -6.5679 -1.3468 0.7514
O -5.3843 -1.9616 0.2940
C -4.2000 -1.3404 0.5015
C -4.0488 -0.1019 1.1256
C -2.7842 0.4388 1.2808
C -1.6781 -0.2477 0.8236
S -0.0742 0.5106 0.9909
O 0.9260 -0.4361 0.5872
O 0.0291 1.1333 2.2767
N -0.1919 1.7285 -0.1242
C -0.0252 1.4173 -1.5268
C -0.9657 2.3189 -2.3251
C -0.7057 3.7673 -1.9110
O -0.8609 3.9425 -0.5108
C -0.0573 3.1046 0.2711
C 1.4325 3.5541 0.3084
N 2.2324 2.5934 1.0122
C 2.8455 1.5877 0.3650
O 3.0009 1.5275 -0.8445
C 3.3648 0.5162 1.3181
O 3.3198 0.6531 2.5269
N 3.8723 -0.5320 0.6625
C 4.1675 -1.7848 1.3164
C 4.1623 -2.9313 0.3018
C 2.8539 -3.0355 -0.4065
C 1.7839 -3.8604 -0.2275
C 0.8285 -3.4876 -1.2050
C 1.3884 -2.4616 -1.8990
O 2.6130 -2.1867 -1.4283
C -1.8122 -1.4774 0.2038
C -3.0677 -2.0228 0.0420
H -6.5535 -1.2079 1.8364
H -7.3730 -2.0300 0.4864
H -6.7351 -0.3833 0.2608
H -4.9031 0.4439 1.4922
H -2.6446 1.3918 1.7652
H 1.0176 1.5600 -1.8388
H -0.2781 0.3626 -1.6454
H -1.9995 2.0592 -2.0910
H -0.7968 2.1982 -3.3943
H 0.2995 4.0709 -2.2299
H -1.4362 4.4455 -2.3567
H -0.4556 3.1702 1.2903
H 1.4922 4.5313 0.7913
H 1.8358 3.6184 -0.7048
H 2.0672 2.4319 2.0003
H 3.7243 -0.5344 -0.3398
H 3.4148 -1.9521 2.0943
H 5.1496 -1.7204 1.8002
H 4.9517 -2.7557 -0.4332
H 4.3662 -3.8683 0.8199
H 1.6859 -4.6357 0.5044
H -0.1296 -3.9372 -1.3729
H 1.0347 -1.8702 -2.7203
H -0.9232 -1.9880 -0.1317
H -3.2076 -2.9801 -0.4341
```

Values from the calculation:
E_LUMO in eV: 0.6
E in eV: -50783.496
SMILES: COc1ccc(S(=O)(=O)N2CCCO[C@@H]2CNC(=O)C(=O)NCCc2ccco2)cc1
Largest force on an atom in eV/Å: 1.1
Energy relative to the best compared isomer or geometry (same formula, charge and spin) in eV: 1.043
Net charge: 0

Calculated atomic charges, method natural (NBO), unit e: number 1, C, carries -0.25; number 2, O, carries -0.49; number 3, C, carries 0.33; number 4, C, carries -0.33; number 5, C, carries -0.09; number 6, C, carries -0.39; number 7, S, carries 2.36; number 8, O, carries -0.95; number 9, O, carries -0.95; number 10, N, carries -0.74; number 11, C, carries -0.24; number 12, C, carries -0.44; number 13, C, carries -0.07; number 14, O, carries -0.52; number 15, C, carries 0.25; number 16, C, carries -0.27; number 17, N, carries -0.60; number 18, C, carries 0.60; number 19, O, carries -0.65; number 20, C, carries 0.60; number 21, O, carries -0.62; number 22, N, carries -0.60; number 23, C, carries -0.20; number 24, C, carries -0.45; number 25, C, carries 0.29; number 26, C, carries -0.31; number 27, C, carries -0.33; number 28, C, carries 0.10; number 29, O, carries -0.41; number 30, C, carries -0.18; number 31, C, carries -0.25; number 32, H, carries 0.18; number 33, H, carries 0.20; number 34, H, carries 0.18; number 35, H, carries 0.23; number 36, H, carries 0.22; number 37, H, carries 0.23; number 38, H, carries 0.22; number 39, H, carries 0.21; number 40, H, carries 0.22; number 41, H, carries 0.17; number 42, H, carries 0.20; number 43, H, carries 0.21; number 44, H, carries 0.22; number 45, H, carries 0.22; number 46, H, carries 0.44; number 47, H, carries 0.43; number 48, H, carries 0.21; number 49, H, carries 0.20; number 50, H, carries 0.22; number 51, H, carries 0.24; number 52, H, carries 0.23; number 53, H, carries 0.23; number 54, H, carries 0.20; number 55, H, carries 0.26; number 56, H, carries 0.23